Here is an isolated molecule of C3H3N3 at a distorted geometry from the OMol25 dataset. Energies are from the ωB97M-V functional and the def2-TZVPD basis.

The geometry in XYZ format:
```
9
Properties=species:S:1:pos:R:3:nbo_charge:R:1
C 1.86099 -0.62372 -0.08115 -0.048
C -1.07651 0.95078 -0.03039 -0.008
C -1.99889 -0.16981 0.06278 0.206
H 2.19623 -1.68714 -0.16322 0.200
H 2.52741 0.19778 -0.30231 0.183
H -1.56484 1.90995 -0.19451 0.228
N 0.62421 -0.44712 0.38118 -0.286
N 0.19006 0.86357 0.25428 -0.214
N -2.75865 -0.99429 0.07333 -0.262
```

- SMILES = C=N/N=C\C#N
- strongest force on any atom (eV/Å) = 4.0
- LUMO energy (eV) = -0.64
- frontier orbital gap (eV) = 9.56
- HOMO level (eV) = -10.21